No. 1
Here is a single C6H21N6OP molecule at a distorted geometry from OMol25. Energies are from ωB97M-V/def2-TZVPD.

Results
* Kohn-Sham gap: 9.30 eV
* SMILES: CN(C)N[P@@](N)(=O)N(N(C)C)N(C)C
* energy relative to the best compared isomer or geometry (same formula, charge and spin): 0.000 eV
* HOMO energy: -8.470 eV
* electronic energy: -986.226211 Ha
* max |F|: 4.4 eV/A

Geometry as XYZ:
```
35
Properties=species:S:1:pos:R:3:nbo_charge:R:1
C 4.2336 -0.3259 0.2082 -0.411
N 2.8564 0.1526 -0.1013 -0.307
C 2.8738 1.5929 -0.0887 -0.424
N 1.6623 -0.3486 0.6262 -0.833
P 0.3732 -1.1644 -0.2110 2.280
N 0.6964 -0.9332 -1.8139 -1.233
O 0.2340 -2.5854 0.3151 -1.094
N -1.0636 -0.2074 0.0775 -0.445
N -0.9293 1.1278 -0.1126 -0.276
C -1.6300 1.7741 -1.1846 -0.437
C -1.1752 1.8294 1.1971 -0.429
N -2.2592 -0.7992 0.2654 -0.308
C -2.4552 -1.4472 1.5325 -0.429
C -2.9533 -1.6167 -0.7422 -0.422
H 4.3244 -1.3453 0.0143 0.206
H 4.8314 0.3367 -0.3921 0.212
H 4.3886 -0.2288 1.2688 0.169
H 1.8129 1.9964 -0.2223 0.232
H 3.3537 2.0005 0.8403 0.167
H 3.4846 1.8184 -1.0618 0.191
H 1.8277 -0.8190 1.5220 0.390
H 1.6973 -0.7248 -2.1755 0.436
H 0.2006 -1.4984 -2.4413 0.404
H -1.0747 1.4293 -2.0408 0.214
H -2.7676 1.7109 -1.2435 0.180
H -1.3471 2.8364 -1.1670 0.203
H -0.3123 1.6997 1.8296 0.204
H -1.5303 2.8074 1.1364 0.196
H -2.0185 1.2566 1.6545 0.186
H -3.5333 -1.4961 1.6035 0.187
H -2.1017 -2.5097 1.5726 0.192
H -2.1445 -1.0319 2.5028 0.211
H -2.7476 -1.1132 -1.7469 0.201
H -2.7768 -2.6376 -0.7207 0.191
H -4.0310 -1.5361 -0.7005 0.199
```


No. 2
Here is a single C6H8O2S molecule at a distorted geometry from OMol25. Energies are from ωB97M-V/def2-TZVPD.

Results
* Kohn-Sham gap: 8.91 eV
* energy relative to the best compared isomer or geometry (same formula, charge and spin): 1.866 eV
* HOMO energy: -9.113 eV
* electronic energy: -781.974996 Ha
* max |F|: 4.3 eV/A

Geometry as XYZ:
```
17
Properties=species:S:1:pos:R:3:nbo_charge:R:1
C -1.4122 -0.2943 1.0691 -0.484
C -0.0567 -0.0422 0.3930 -0.211
C 1.3078 -1.0755 0.1660 0.670
C -0.0635 0.0375 -1.1449 -0.413
C 1.1371 -0.8987 -1.3625 -0.527
C 0.4433 1.2542 1.0207 -0.629
O 2.0031 -1.7460 0.8174 -0.490
O -2.9264 0.5299 -0.9570 -0.907
S -2.9002 0.0693 0.4566 1.141
H -1.2999 -0.6132 2.0544 0.238
H -0.9364 -0.5431 -1.5299 0.238
H 0.1257 1.0485 -1.4425 0.221
H 1.9272 -0.4606 -1.9019 0.236
H 0.7730 -1.9551 -1.6773 0.240
H 0.7243 1.0608 2.1627 0.215
H -0.3105 2.0280 1.1920 0.232
H 1.4643 1.6005 0.6842 0.228
```


No. 3
Here is a gas-phase ion, C7H10N (charge +1) at a distorted geometry from OMol25. Energies are from ωB97M-V/def2-TZVPD.

Results
* Kohn-Sham gap: 8.49 eV
* energy relative to the best compared isomer or geometry (same formula, charge and spin): 7.379 eV
* HOMO energy: -13.799 eV
* net charge: +1
* electronic energy: -326.929849 Ha
* max |F|: 5.8 eV/A

Geometry as XYZ:
```
18
Properties=species:S:1:pos:R:3:nbo_charge:R:1
C -0.0830 -0.7382 -0.4663 0.287
C 0.5009 -0.0555 -1.8731 0.118
C -0.7946 0.1864 0.2570 -0.146
C -1.5493 0.4098 1.2982 -0.024
C -0.2010 0.9951 -0.9444 -0.457
C -1.6566 1.7072 1.9570 -0.659
C 1.8940 -2.2171 -1.3391 -0.386
N 1.2996 -0.9884 -0.7726 -0.437
H -2.0209 -0.4184 1.8870 0.254
H 0.6239 1.7061 -0.5880 0.271
H -0.9117 1.5728 -1.5562 0.300
H -0.8814 2.3947 1.7317 0.233
H -1.6189 1.4126 3.1022 0.259
H -2.6558 2.0964 1.8622 0.262
H 2.7484 -2.5726 -0.7951 0.240
H 1.0830 -2.8878 -1.2337 0.227
H 2.1622 -2.1019 -2.3123 0.241
H 2.0611 -0.5013 -0.2145 0.418
```